# 1
Computed, not measured: a 2-piece molecular cluster, H3N2PS overall at a distorted geometry, with ωB97M-V/def2-TZVPD.

Output
E_tot   -850.74020 a.u.
Relative energy (zero: lowest compared OMol25 entry of this formula, charge and spin)   32.29 kcal/mol
HOMO level (spin up / spin down)   -8.4 / -8.4 eV
LUMO (spin up / spin down)   -0.52 / -0.52 eV
Spin multiplicity   1
Net charge   0

Structure (XYZ):
```
7
H3N2PS (ωB97M-V/def2-TZVPD)
N 1.52040 -0.89440 0.31260
N 2.68970 -0.79667 0.62765
P 0.12947 -0.42091 0.02605
S -2.89508 1.00759 -0.12487
H 3.30876 -1.55576 0.81087
H -3.11155 1.90942 -1.04959
H -1.64170 0.75073 -0.60271
```

Charges computed using Löwdin, reported in e:
1 N -0.6916
2 N 0.0040
3 P 0.8343
4 S 0.4309
5 H 0.0544
6 H -0.2436
7 H -0.3884

# 2
Computed, not measured: C12H18ClN6O4Rh as an isolated structure, with ωB97M-V/def2-TZVPD.

Output
E_tot   -1667.46991 a.u.
Relative energy (zero: lowest compared OMol25 entry of this formula, charge and spin)   0.00 kcal/mol
HOMO level   -14.9 eV
LUMO   -7.90 eV
Spin multiplicity   1
Net charge   +2

Structure (XYZ):
```
42
C12H18ClN6O4Rh (ωB97M-V/def2-TZVPD)
Rh 0.46401 -0.10974 0.25758
N -1.61279 -1.52895 3.42772
C -2.74295 -1.03672 2.81692
C -2.33184 -0.39977 1.68628
N -0.96442 -0.49771 1.62276
C -0.55548 -1.19407 2.67963
C 0.86944 -1.43817 2.73529
N 1.56157 -0.94438 1.71483
C 2.87803 -1.28908 1.88742
C 2.97316 -1.98870 3.05178
N 1.70108 -2.07520 3.56831
H -1.60777 -2.06911 4.28068
H -3.72586 -1.18455 3.22925
H -2.91552 0.09732 0.93072
H 3.64633 -1.02846 1.18002
H 3.82088 -2.43349 3.54334
H 1.45661 -2.55878 4.42014
O 1.73164 -0.11220 -1.48090
Cl 0.47901 -0.67140 -2.09304
O 0.52155 -0.83275 -3.46514
O -0.53447 0.31970 -1.60525
O 0.21055 -1.86329 -1.29377
C -0.51287 2.57257 0.59684
C -0.22526 4.08805 0.80832
N 1.06202 4.27170 1.45320
C 2.11971 3.84174 0.55572
C 1.85584 2.38890 0.06534
N 0.74193 1.80114 0.88004
C 1.08062 1.96146 2.32886
C 1.11044 3.47995 2.66782
H -0.81563 2.36156 -0.42656
H -1.27655 2.20454 1.28048
H -1.00899 4.52848 1.42295
H -0.22127 4.61209 -0.14628
H 3.07449 3.90618 1.07596
H 2.16608 4.51146 -0.30141
H 2.72997 1.74868 0.18293
H 1.54370 2.35902 -0.97652
H 2.04920 1.49220 2.48841
H 0.32553 1.43642 2.91081
H 2.02036 3.71469 3.21841
H 0.26467 3.75016 3.29922
```

Charges computed using Löwdin, reported in e:
1 Rh 1.2225
2 N 0.1677
3 C 0.0010
4 C -0.0420
5 N -0.0252
6 C -0.2234
7 C -0.2226
8 N -0.0319
9 C -0.0383
10 C 0.0005
11 N 0.1690
12 H 0.1890
13 H 0.1454
14 H 0.1371
15 H 0.1366
16 H 0.1454
17 H 0.1889
18 O -0.3656
19 Cl 0.7656
20 O -0.1271
21 O -0.3636
22 O -0.2947
23 C -0.1054
24 C -0.1139
25 N -0.1443
26 C -0.1130
27 C -0.1071
28 N -0.2384
29 C -0.1085
30 C -0.1192
31 H 0.1118
32 H 0.1134
33 H 0.1356
34 H 0.1373
35 H 0.1354
36 H 0.1376
37 H 0.1217
38 H 0.1221
39 H 0.1192
40 H 0.1122
41 H 0.1352
42 H 0.1343

# 3
Computed, not measured: C3H9N2S as an isolated structure at a distorted geometry, with ωB97M-V/def2-TZVPD.

Output
E_tot   -626.94071 a.u.
Relative energy (zero: lowest compared OMol25 entry of this formula, charge and spin)   143.92 kcal/mol
HOMO level (spin up / spin down)   -14.1 / -14.2 eV
LUMO (spin up / spin down)   -5.40 / -5.40 eV
Spin multiplicity   1
Net charge   +1

Structure (XYZ):
```
15
C3H9N2S (ωB97M-V/def2-TZVPD)
C 0.44868 1.39727 0.36850
C 1.10504 0.16618 -0.23613
C -0.87576 0.77599 0.31513
N -2.80092 1.65707 0.82139
N 0.72460 -2.63931 -0.77709
S -0.51740 -0.59324 -0.48916
H 0.87906 1.59459 1.34545
H 0.68030 2.33572 -0.09211
H 1.68195 0.09934 -1.26563
H 1.64361 -0.54552 0.53277
H -2.90780 1.74299 1.83798
H -2.90400 2.67319 0.56580
H 1.45716 -2.94699 -0.15106
H 1.19212 -2.24192 -1.57461
H 0.19337 -3.47535 -1.20123
```

Charges computed using Löwdin, reported in e:
1 C -0.2682
2 C -0.3695
3 C -0.2718
4 N 0.0974
5 N -0.0838
6 S 1.1230
7 H 0.1330
8 H 0.1318
9 H 0.1427
10 H 0.1339
11 H 0.0112
12 H 0.0381
13 H 0.0522
14 H 0.0215
15 H 0.1084

# 4
Computed, not measured: C24H39BN12PtSb as an isolated structure at a distorted geometry, with ωB97M-V/def2-TZVPD.

Output
E_tot   -1978.96280 a.u.
⟨S²⟩   0.832
Relative energy (zero: lowest compared OMol25 entry of this formula, charge and spin)   49.09 kcal/mol
HOMO level (spin up / spin down)   -13.6 / -13.6 eV
LUMO (spin up / spin down)   -7.16 / -7.25 eV
Spin multiplicity   2
Net charge   +2

Structure (XYZ):
```
78
C24H39BN12PtSb (ωB97M-V/def2-TZVPD)
Pt -1.35915 0.79352 0.05309
C -4.75984 0.23350 0.10165
C -3.90796 -0.98879 0.13159
C -4.28151 -2.33043 0.15440
C -3.09957 -3.03851 0.17336
N -2.06330 -2.18577 0.16399
N -2.57445 -0.91925 0.13496
B -0.50251 -2.34650 0.19083
N -0.03444 -1.57001 1.44964
C 0.42162 -2.05262 2.61587
C 0.40782 -1.03346 3.54724
C -0.10210 0.08284 2.87484
C -0.45091 1.43571 3.39564
N -0.33774 -0.27016 1.60619
N -0.00931 -1.63257 -1.09866
C 0.52677 -2.14584 -2.21245
C 0.49199 -1.18283 -3.20273
C -0.11322 -0.06700 -2.62209
C -0.53234 1.22478 -3.23920
N -0.38693 -0.36374 -1.34345
N 0.09096 -3.72123 0.23294
C -0.37921 -4.99816 0.26152
C 0.69330 -5.84217 0.27791
C 1.82611 -4.99759 0.25718
C 3.27003 -5.39143 0.26598
N 1.46159 -3.72806 0.22782
H -5.81067 -0.04351 0.12508
H -4.57614 0.80710 -0.80892
H -4.54890 0.87332 0.95956
H -5.28121 -2.73012 0.15375
H -2.95605 -4.10209 0.20484
H 0.73555 -3.07961 2.70602
H 0.69806 -1.09308 4.58274
H 0.21138 1.72128 4.20900
H -1.46827 1.42270 3.79194
H -0.41022 2.18789 2.60618
H 0.90694 -3.15383 -2.23187
H 0.84704 -1.28027 -4.21508
H 0.20820 1.58163 -3.95259
H -0.68949 1.98382 -2.47162
H -1.46807 1.07753 -3.78212
H -1.42566 -5.24054 0.27217
H 0.67809 -6.91910 0.29960
H 3.37279 -6.47371 0.24292
H 3.76435 -5.01806 1.16322
H 3.78839 -4.97469 -0.59768
C 2.86470 2.39290 2.76208
C 2.88198 2.72878 1.27457
Sb 1.78032 1.34787 0.07638
C 2.33929 1.98302 -1.89083
C 3.81644 2.35648 -2.03967
C 2.79524 -0.47099 0.51774
C 4.29864 -0.37647 0.26453
H 3.51166 3.08332 3.30424
H 3.22979 1.38271 2.95531
H 1.86726 2.48802 3.18163
H 3.89203 2.66165 0.86645
H 2.49248 3.72674 1.07801
H 1.70182 2.84396 -2.09494
H 2.06316 1.17107 -2.56001
H 4.11302 3.15295 -1.35806
H 3.98578 2.72504 -3.05298
H 4.47688 1.50564 -1.89577
H 2.33556 -1.26813 -0.06301
H 2.57551 -0.66072 1.56960
H 4.52822 -0.28819 -0.79499
H 4.76231 -1.29831 0.62064
H 4.77137 0.44865 0.79863
N -4.33747 4.44586 -2.29788
C -4.36474 5.01734 -1.08864
N -5.12755 6.08464 -0.88560
N -3.66927 4.56889 -0.05065
C -2.90476 3.55390 0.01732
N -2.14801 2.69487 0.25843
H -4.90564 4.78334 -3.05636
H -3.73089 3.66567 -2.47349
H -5.62565 6.54094 -1.63006
H -5.14132 6.49766 0.03214
```

Charges computed using Löwdin, reported in e:
1 Pt 1.2049
2 C -0.0263
3 C -0.3167
4 C 0.0207
5 C -0.0160
6 N 0.0585
7 N -0.0698
8 B -0.6537
9 N 0.0150
10 C -0.0242
11 C 0.0218
12 C -0.3373
13 C -0.0334
14 N -0.1194
15 N 0.0224
16 C -0.0120
17 C 0.0231
18 C -0.3567
19 C -0.0355
20 N -0.1357
21 N -0.0126
22 C -0.0500
23 C 0.0000
24 C -0.3356
25 C -0.0198
26 N 0.1140
27 H 0.0912
28 H 0.0705
29 H 0.0781
30 H 0.1225
31 H 0.1139
32 H 0.1389
33 H 0.1228
34 H 0.0842
35 H 0.0974
36 H 0.0483
37 H 0.1389
38 H 0.1249
39 H 0.0921
40 H 0.0438
41 H 0.0941
42 H 0.1022
43 H 0.1140
44 H 0.0819
45 H 0.0805
46 H 0.0795
47 C -0.1583
48 C -0.3859
49 Sb 1.5909
50 C -0.3981
51 C -0.1486
52 C -0.3740
53 C -0.1385
54 H 0.0884
55 H 0.0722
56 H 0.0360
57 H 0.0501
58 H 0.0655
59 H 0.0539
60 H 0.0332
61 H 0.0674
62 H 0.0860
63 H 0.0563
64 H 0.0289
65 H 0.0477
66 H 0.0620
67 H 0.0882
68 H 0.0706
69 N 0.2093
70 C -0.4600
71 N 0.2119
72 N 0.1510
73 C -0.3142
74 N -0.0487
75 H 0.1298
76 H 0.1124
77 H 0.1324
78 H 0.1367

# 5
Computed, not measured: a 2-piece molecular cluster, C4H9O2 overall at a distorted geometry, with ωB97M-V/def2-TZVPD.

Output
E_tot   -308.32737 a.u.
Relative energy (zero: lowest compared OMol25 entry of this formula, charge and spin)   10.99 kcal/mol
HOMO level   -3.8 eV
LUMO   3.93 eV
Spin multiplicity   1
Net charge   -1

Structure (XYZ):
```
15
C4H9O2 (ωB97M-V/def2-TZVPD)
C 1.13861 -1.10298 1.89499
C 1.61357 -1.74398 0.53124
O 1.52377 -2.98819 0.42397
O 2.13840 -0.90827 -0.24357
H 2.07317 -1.15133 2.46069
H 0.39148 -1.67754 2.45103
H 0.82410 -0.07716 1.73118
C -1.40799 0.92565 -1.82696
C -1.09108 1.41451 -0.38343
H -0.62197 0.25455 -2.17747
H -2.43182 0.61954 -2.01362
H -1.25597 1.75790 -2.52978
H -1.76733 1.03537 0.37139
H -1.07188 2.50046 -0.49507
H -0.05507 1.14148 -0.19460
```

Charges computed using Löwdin, reported in e:
1 C -0.0639
2 C -0.8016
3 O -0.1161
4 O -0.1249
5 H 0.0505
6 H 0.0442
7 H 0.0273
8 C -0.1691
9 C -0.1524
10 H 0.0615
11 H 0.0469
12 H 0.0472
13 H 0.0557
14 H 0.0486
15 H 0.0463

# 6
Computed, not measured: C31H28O5PZn as an isolated structure at a distorted geometry, with ωB97M-V/def2-TZVPD.

Output
E_tot   -3695.00476 a.u.
HOMO level   -3.0 eV
LUMO   2.54 eV
Spin multiplicity   1
Net charge   -1

Structure (XYZ):
```
66
C31H28O5PZn (ωB97M-V/def2-TZVPD)
Zn -0.37411 -0.18584 -0.32099
O -0.01963 1.17849 1.17747
C 0.58803 0.95204 2.22614
C 0.96002 -0.17374 2.97214
C 0.75475 -0.30311 4.38142
C 1.55249 -1.11215 5.13245
C 2.61151 -1.84792 4.55418
C 2.73985 -1.85282 3.18503
C 1.89478 -1.09051 2.37015
P 1.80597 -1.35886 0.59558
C 3.47600 -0.94570 -0.03063
C 4.31408 -0.08989 0.67805
C 5.51576 0.33354 0.12713
C 5.88708 -0.08215 -1.14251
C 5.05068 -0.92607 -1.86300
C 3.85133 -1.34732 -1.31423
C 1.77345 -3.17747 0.35340
C 2.90448 -3.98841 0.44977
C 2.80728 -5.35589 0.24609
C 1.58345 -5.93830 -0.05625
C 0.45157 -5.14167 -0.14917
C 0.55090 -3.77296 0.04868
H -0.05387 0.26027 4.83349
H 1.38056 -1.18679 6.20028
H 3.26298 -2.45042 5.17417
H 3.47512 -2.50095 2.71908
H 4.01841 0.24095 1.66656
H 6.16441 0.99250 0.69123
H 6.81840 0.25899 -1.57778
H 5.33338 -1.25034 -2.85720
H 3.19393 -1.99882 -1.87924
H 3.86852 -3.54903 0.67453
H 3.69328 -5.97500 0.32794
H 1.51629 -7.00527 -0.23009
H -0.51263 -5.57993 -0.37896
H -0.33138 -3.15298 -0.04055
O -2.34856 -1.61659 2.45371
C -2.34110 -1.98376 1.28724
O -1.81295 -1.38477 0.28378
C -2.98099 -3.32699 0.94020
C -2.98533 -3.79927 -0.36414
C -3.53531 -5.04093 -0.69312
C -4.07467 -5.76886 0.33734
O -4.66680 -7.01248 0.29137
C -5.08201 -7.29693 1.61994
O -4.67258 -6.23530 2.46238
C -4.07636 -5.29913 1.64032
C -3.53460 -4.08712 1.97600
H -2.55064 -3.18330 -1.13947
H -3.53247 -5.42171 -1.70587
H -4.62345 -8.23391 1.95324
H -6.17413 -7.39311 1.65080
H -3.51203 -3.70809 2.98857
C 1.80518 1.92924 -1.71401
C 0.50596 1.71455 -2.49079
C 0.76122 1.96699 -3.98101
C -0.07901 0.31323 -2.25923
H 2.22249 2.92069 -1.91342
H 2.55038 1.18205 -2.00689
H 1.63738 1.84075 -0.64054
H -0.22166 2.46040 -2.14921
H 1.51446 1.26762 -4.35538
H 1.12649 2.98483 -4.15529
H -0.15101 1.82907 -4.56608
H 0.62785 -0.41730 -2.67917
H -0.99365 0.21286 -2.85472
```

Charges computed using Löwdin, reported in e:
1 Zn 0.6567
2 O -0.1386
3 C -0.1779
4 C -0.2609
5 C -0.0634
6 C -0.1110
7 C -0.1193
8 C -0.1232
9 C -0.3473
10 P 1.1092
11 C -0.3592
12 C -0.0783
13 C -0.0868
14 C -0.1025
15 C -0.0954
16 C -0.1125
17 C -0.3310
18 C -0.1024
19 C -0.0932
20 C -0.0957
21 C -0.0714
22 C -0.0732
23 H 0.1089
24 H 0.0929
25 H 0.0820
26 H 0.0916
27 H 0.1061
28 H 0.0986
29 H 0.0941
30 H 0.0979
31 H 0.1093
32 H 0.1003
33 H 0.0967
34 H 0.0955
35 H 0.0952
36 H 0.0666
37 O 0.0436
38 C -0.6060
39 O -0.1497
40 C -0.1260
41 C -0.0421
42 C 0.0007
43 C -0.2169
44 O 0.0173
45 C -0.1628
46 O 0.0223
47 C -0.1951
48 C 0.0746
49 H 0.1161
50 H 0.1150
51 H 0.1311
52 H 0.1310
53 H 0.1300
54 C -0.0996
55 C -0.5390
56 C -0.1143
57 C -0.2482
58 H 0.0721
59 H 0.0672
60 H 0.0496
61 H 0.1187
62 H 0.0716
63 H 0.0637
64 H 0.0648
65 H 0.0271
66 H 0.0248

# 7
Computed, not measured: O4V2 as an isolated structure at a distorted geometry, with ωB97M-V/def2-TZVPD.

Output
E_tot   -2187.30509 a.u.
⟨S²⟩   0.908
HOMO level (spin up / spin down)   -26.2 / -26.2 eV
LUMO (spin up / spin down)   -18.45 / -20.95 eV
Spin multiplicity   2
Net charge   +3

Structure (XYZ):
```
6
O4V2 (ωB97M-V/def2-TZVPD)
O -2.31775 0.15445 0.34624
V -1.48699 -0.97203 0.95075
O -1.69935 -2.25388 0.14784
O 2.33012 1.54036 -1.63831
V 2.34060 0.92353 -0.17607
O 0.83338 0.60757 0.36955
```

Charges computed using Löwdin, reported in e:
1 O 0.1821
2 V 1.4807
3 O 0.1874
4 O -0.0209
5 V 1.4937
6 O -0.3231

# 8
Computed, not measured: one molecule with the formula C3H4O2 at a distorted geometry, with ωB97M-V/def2-TZVPD.

Output
SMILES string   C#CCOO
E_tot   -266.96188 a.u.
Relative energy (zero: lowest compared OMol25 entry of this formula, charge and spin)   144.90 kcal/mol
HOMO level   -10.3 eV
LUMO   0.85 eV
Spin multiplicity   1
Net charge   0

Structure (XYZ):
```
9
C3H4O2 (ωB97M-V/def2-TZVPD)
C -2.15833 0.58289 0.19332
C -1.18165 -0.08582 0.00336
C 0.39528 -0.87013 -0.11042
O 1.43505 -0.18515 0.43752
O 1.90265 0.83674 -0.36190
H -3.04276 1.03594 0.41819
H 0.59363 -1.17471 -1.14559
H 0.01549 -1.75537 0.43994
H 2.04063 1.61563 0.12557
```

Charges computed using Löwdin, reported in e:
1 C 0.0439
2 C -0.0348
3 C -0.1633
4 O -0.1459
5 O 0.0124
6 H -0.0157
7 H 0.1092
8 H 0.1131
9 H 0.0810